C4H7NO | the ωB97M-V functional and the def2-TZVPD basis

Results
- Energy above the lowest of the compared OMol25 structures with the same formula, charge and spin: 0.9742 eV
- Multiplicity: 1
- Lowest unoccupied orbital energy: 0.874 eV
- Frontier orbital gap: 10.2 eV

Each line ends with the Mulliken charge.
Positions of all 13 atoms, in Å:
C -0.2129 -1.1879 -0.2003  0.339
C 1.2203 0.1925 1.3870  -0.850
H 1.6296 1.2042 1.3262  0.336
H -1.1592 1.5033 -0.0683  0.269
H 0.7230 0.0682 2.3561  0.268
H 2.0447 -0.5241 1.3257  0.295
H -2.1369 -0.5342 -1.0847  0.249
O -0.0418 -2.3428 0.1099  -0.642
C -0.4426 0.8573 -0.5890  -0.524
C -1.0601 -0.4147 -1.2238  -0.418
N 0.3151 -0.0287 0.2902  0.151
H 0.1862 1.4674 -1.2481  0.272
H -0.7956 -0.6095 -2.2655  0.255